No. 1
83
Properties=species:S:1:pos:R:3 method="wB97M-V/def2-TZVPD" spin_multiplicity=6 lumo_energy_ev="-6.96 / -8.42" relative_energy_kcal_mol=93.09 energy_ev=-158286.9405 gap_ev="5.7 / 4.6" charge=+2 homo_energy_ev="-12.624 / -13.055" s2=9.08
C -3.4706 -2.5733 -6.2877
C -3.1929 -1.3624 -5.5833
C -4.0014 -0.2172 -5.8536
C -4.9727 -0.3098 -6.8665
N -5.1729 -1.4431 -7.5393
C -4.4690 -2.5478 -7.2755
C -2.1285 -1.2899 -4.6134
C -1.3433 -1.0217 -3.7059
C -0.7334 -0.8276 -2.4803
C -0.9088 -1.8520 -1.4889
C -1.3897 -1.4208 -0.2211
C -0.8958 -0.1890 0.2079
C -0.2876 0.7084 -0.7085
C -0.1745 0.3881 -2.0971
Mn 1.0478 -0.8895 -0.4401
P -0.7148 -0.9427 2.7662
H -3.8689 0.7328 -5.3206
H -2.9145 -3.5009 -6.0950
H -5.5925 0.5512 -7.1497
H -4.6998 -3.4342 -7.8800
H 0.2670 1.0545 -2.8373
H -0.9128 -2.8675 -1.8606
H 0.2551 1.5607 -0.3658
H -1.9599 -2.0960 0.4410
C 0.0674 -0.8778 4.4710
C -0.6593 -0.1406 5.5911
H 1.0624 -0.4418 4.3026
H 0.2256 -1.9332 4.7431
H -0.0342 -0.1312 6.4966
H -0.8769 0.9132 5.3692
H -1.6030 -0.6373 5.8596
C -2.1654 0.2045 2.8799
C -3.3807 -0.2798 2.1046
H -1.7411 1.0926 2.3926
H -2.4168 0.4466 3.9123
H -3.9360 0.5767 1.7109
H -3.1146 -0.8798 1.2381
H -4.0795 -0.8716 2.7028
C -1.5604 -2.6075 3.0728
C -2.2924 -2.8673 4.3942
H -0.7211 -3.3168 2.9858
H -2.2356 -2.7978 2.2288
H -2.6632 -3.9029 4.3788
H -1.6545 -2.7740 5.2840
H -3.1751 -2.2279 4.5292
Br 1.9160 0.2402 1.9624
P 0.8333 4.1250 0.3474
C 0.0899 3.2105 1.7307
C -0.4359 4.1185 2.8327
H 0.7945 2.4192 2.0963
H -0.7303 2.6494 1.2651
H -1.3249 3.6775 3.2708
H 0.2919 4.2932 3.6257
H -0.7256 5.0663 2.3939
C 2.6486 3.6690 0.2267
C 3.4349 4.9499 -0.1482
H 2.7880 2.8273 -0.4902
H 2.9757 3.2816 1.2161
H 4.5023 4.7803 0.0385
H 3.3131 5.2131 -1.2105
H 3.0845 5.7875 0.4724
C -0.1261 3.6777 -1.0933
C -0.9042 4.7364 -1.8305
H -0.8843 2.9809 -0.7246
H 0.5130 3.1238 -1.7708
H -1.0920 4.4037 -2.8413
H -1.8754 4.9190 -1.3831
H -0.3529 5.6583 -1.8797
N 4.5781 -1.8271 -2.0810
C 3.4147 -1.2041 -1.8405
N 2.8511 -1.7123 -0.7006
C 3.7693 -2.6233 -0.1411
C 3.8920 -3.1646 1.1395
C 5.0347 -3.9314 1.4153
C 6.0440 -4.1248 0.4553
C 5.9512 -3.4928 -0.8013
C 4.8198 -2.7430 -1.0528
H 5.2166 -1.6496 -2.8552
H 3.0126 -0.3630 -2.4338
H 3.0935 -2.9778 1.8635
H 5.1545 -4.3812 2.3965
H 6.9014 -4.7715 0.6991
H 6.7214 -3.5986 -1.5620

No. 2
84
Properties=species:S:1:pos:R:3 method="wB97M-V/def2-TZVPD" spin_multiplicity=3 lumo_energy_ev="1.92 / 1.92" relative_energy_kcal_mol=57.48 energy_ev=-55356.2099 gap_ev="3.9 / 4.2" charge=-1 homo_energy_ev="-2.017 / -2.287" s2=2.02
C -5.6671 -1.1810 -0.4745
C -4.3400 -1.0378 -1.2415
C -5.1833 -1.6227 0.9303
C -3.9410 -2.4822 0.6926
H -5.9687 -2.1482 1.4621
H -4.9396 -0.7245 1.4927
C -3.4950 -2.2111 -0.7612
H -3.8938 -0.0887 -0.9486
H -4.4616 -1.0166 -2.3214
C -1.9874 -1.9848 -0.6552
H -3.7005 -3.0876 -1.3725
H -4.2101 -3.5292 0.7941
C -2.6725 -2.2297 1.5415
C -6.4151 0.1264 -0.3082
C -6.5160 -2.2922 -1.1027
O -7.0686 -3.1392 -0.4461
O -5.9435 1.2323 -0.4369
O -7.6821 -0.1075 0.0931
O -6.5781 -2.4039 -2.4526
C -7.4285 -1.6059 -3.2823
H -6.8820 -0.9150 -3.9168
H -8.1414 -1.0565 -2.6711
H -7.9660 -2.3099 -3.9090
C -8.5756 1.0181 0.0357
H -8.1925 1.8383 0.6372
H -9.5183 0.6618 0.4337
H -8.6975 1.3582 -0.9897
O -1.6007 -2.5029 0.6104
H -1.7456 -0.9174 -0.7345
H -1.4115 -2.5135 -1.4116
C -2.5304 -3.2225 2.6758
C -2.5285 -0.8050 2.0628
H -3.2293 -0.6011 2.8708
H -2.6875 -0.0560 1.2894
H -1.5218 -0.6746 2.4537
H -1.6517 -3.0016 3.2791
H -2.4313 -4.2323 2.2837
H -3.4060 -3.1875 3.3228
Mo 1.8342 0.6024 -0.9617
C 3.6057 -0.7318 -1.7237
C 2.4865 -1.5760 -1.5459
C 1.4903 -1.1908 -2.4667
H 2.3856 -2.3381 -0.7955
C 1.9941 -0.1168 -3.2241
C 3.3015 0.1601 -2.7721
H 3.9472 0.9383 -3.1406
H 4.5266 -0.7692 -1.1663
H 0.5051 -1.6188 -2.5470
H 1.4628 0.4184 -3.9932
C 1.9559 2.5884 0.3493
C 2.8051 2.7409 -0.7649
C 1.9952 2.7384 -1.9226
H 3.8767 2.8469 -0.7385
C 0.6523 2.5486 -1.5259
C 0.6346 2.4724 -0.1168
H -0.2287 2.2775 0.4944
H 2.2674 2.4972 1.3757
H 2.3411 2.8442 -2.9354
H -0.2030 2.4959 -2.1780
C 3.2916 2.6553 3.3878
Si 4.3551 1.5785 2.2099
C 5.7063 2.8928 1.9051
C 5.0632 0.4085 3.5064
N 3.9030 0.8193 0.4728
C 5.3192 0.7811 -0.0193
C 5.8419 1.4521 -1.1766
C 7.1585 1.2714 -1.5976
C 8.0068 0.3885 -0.9349
C 7.5304 -0.3396 0.1434
C 6.2126 -0.1658 0.5736
H 3.9068 2.9299 4.2701
H 2.3900 2.1138 3.7300
H 3.0231 3.6362 2.9324
H 6.0014 3.3790 2.8564
H 6.6268 2.4582 1.4640
H 5.3204 3.6716 1.2132
H 4.3198 -0.3731 3.7527
H 6.0419 -0.0295 3.2507
H 5.2687 1.0048 4.4199
H 5.3053 2.1161 -1.8186
H 7.5287 1.8050 -2.4679
H 9.0222 0.2500 -1.2812
H 8.1679 -1.0664 0.6282
H 5.8624 -0.8122 1.3537

What did the first record say?
83
Properties=species:S:1:pos:R:3 method="wB97M-V/def2-TZVPD" spin_multiplicity=6 lumo_energy_ev="-6.96 / -8.42" relative_energy_kcal_mol=93.09 energy_ev=-158286.9405 gap_ev="5.7 / 4.6" charge=+2 homo_energy_ev="-12.624 / -13.055" s2=9.08
C -3.4706 -2.5733 -6.2877
C -3.1929 -1.3624 -5.5833
C -4.0014 -0.2172 -5.8536
C -4.9727 -0.3098 -6.8665
N -5.1729 -1.4431 -7.5393
C -4.4690 -2.5478 -7.2755
C -2.1285 -1.2899 -4.6134
C -1.3433 -1.0217 -3.7059
C -0.7334 -0.8276 -2.4803
C -0.9088 -1.8520 -1.4889
C -1.3897 -1.4208 -0.2211
C -0.8958 -0.1890 0.2079
C -0.2876 0.7084 -0.7085
C -0.1745 0.3881 -2.0971
Mn 1.0478 -0.8895 -0.4401
P -0.7148 -0.9427 2.7662
H -3.8689 0.7328 -5.3206
H -2.9145 -3.5009 -6.0950
H -5.5925 0.5512 -7.1497
H -4.6998 -3.4342 -7.8800
H 0.2670 1.0545 -2.8373
H -0.9128 -2.8675 -1.8606
H 0.2551 1.5607 -0.3658
H -1.9599 -2.0960 0.4410
C 0.0674 -0.8778 4.4710
C -0.6593 -0.1406 5.5911
H 1.0624 -0.4418 4.3026
H 0.2256 -1.9332 4.7431
H -0.0342 -0.1312 6.4966
H -0.8769 0.9132 5.3692
H -1.6030 -0.6373 5.8596
C -2.1654 0.2045 2.8799
C -3.3807 -0.2798 2.1046
H -1.7411 1.0926 2.3926
H -2.4168 0.4466 3.9123
H -3.9360 0.5767 1.7109
H -3.1146 -0.8798 1.2381
H -4.0795 -0.8716 2.7028
C -1.5604 -2.6075 3.0728
C -2.2924 -2.8673 4.3942
H -0.7211 -3.3168 2.9858
H -2.2356 -2.7978 2.2288
H -2.6632 -3.9029 4.3788
H -1.6545 -2.7740 5.2840
H -3.1751 -2.2279 4.5292
Br 1.9160 0.2402 1.9624
P 0.8333 4.1250 0.3474
C 0.0899 3.2105 1.7307
C -0.4359 4.1185 2.8327
H 0.7945 2.4192 2.0963
H -0.7303 2.6494 1.2651
H -1.3249 3.6775 3.2708
H 0.2919 4.2932 3.6257
H -0.7256 5.0663 2.3939
C 2.6486 3.6690 0.2267
C 3.4349 4.9499 -0.1482
H 2.7880 2.8273 -0.4902
H 2.9757 3.2816 1.2161
H 4.5023 4.7803 0.0385
H 3.3131 5.2131 -1.2105
H 3.0845 5.7875 0.4724
C -0.1261 3.6777 -1.0933
C -0.9042 4.7364 -1.8305
H -0.8843 2.9809 -0.7246
H 0.5130 3.1238 -1.7708
H -1.0920 4.4037 -2.8413
H -1.8754 4.9190 -1.3831
H -0.3529 5.6583 -1.8797
N 4.5781 -1.8271 -2.0810
C 3.4147 -1.2041 -1.8405
N 2.8511 -1.7123 -0.7006
C 3.7693 -2.6233 -0.1411
C 3.8920 -3.1646 1.1395
C 5.0347 -3.9314 1.4153
C 6.0440 -4.1248 0.4553
C 5.9512 -3.4928 -0.8013
C 4.8198 -2.7430 -1.0528
H 5.2166 -1.6496 -2.8552
H 3.0126 -0.3630 -2.4338
H 3.0935 -2.9778 1.8635
H 5.1545 -4.3812 2.3965
H 6.9014 -4.7715 0.6991
H 6.7214 -3.5986 -1.5620